Entry 1:
{"formula": "C3H4N2O2S", "method": "ωB97M-V/def2-TZVPD", "elements": ["C", "C", "C", "H", "H", "H", "H", "N", "N", "O", "O", "S"], "positions_angstrom": [[-0.55040, -0.45722, -0.21971], [1.02758, 1.21053, -0.12559], [1.64565, -0.04803, -0.12007], [-3.71383, -1.18938, 0.90557], [-1.14970, 1.56137, 0.15900], [1.37548, 2.30513, -0.16992], [2.70973, -1.55073, -0.01821], [-1.59955, -1.19463, -0.13993], [-0.35237, 0.95846, -0.06093], [2.83461, -0.64237, 0.15790], [0.67959, -0.92639, -0.30265], [-2.90679, -0.02672, -0.06547]], "atomic_forces_ev_per_a": [[-0.3, 3.0, 1.2], [2.4, 0.4, 0.6], [-0.5, 3.7, 0.3], [1.5, 3.2, -2.2], [1.0, -0.2, -0.1], [-0.3, -2.3, 0.3], [-0.1, -1.8, -0.4], [0.4, 1.6, -0.7], [-1.0, -2.3, -1.1], [-0.2, 2.9, -0.3], [-0.4, -3.8, -0.1], [-2.5, -4.3, 2.5]], "nbo_charge": [0.640, -0.202, 0.538, 0.171, 0.443, 0.243, 0.495, -0.652, -0.639, -0.643, -0.454, 0.061], "lumo_ev": 0.22, "homo_energy_ev": -7.63, "total_energy_ev": -21082.7250, "total_charge": 0, "orbital_gap_ev": 7.847, "multiplicity": 1, "de_lowest_kcal_mol": 94.7}

---

Entry 2:
{"formula": "C39H102BN8O20", "method": "ωB97M-V/def2-TZVPD", "elements": ["O", "C", "O", "B", "O", "C", "O", "O", "C", "O", "C", "O", "O", "C", "C", "C", "O", "C", "N", "H", "H", "H", "H", "H", "H", "H", "H", "H", "H", "H", "C", "C", "C", "O", "C", "N", "H", "H", "H", "H", "H", "H", "H", "H", "H", "H", "H", "C", "C", "C", "O", "C", "N", "H", "H", "H", "H", "H", "H", "H", "H", "H", "H", "H", "C", "C", "C", "O", "C", "N", "H", "H", "H", "H", "H", "H", "H", "H", "H", "H", "H", "C", "C", "C", "O", "C", "N", "H", "H", "H", "H", "H", "H", "H", "H", "H", "H", "H", "C", "C", "C", "O", "C", "N", "H", "H", "H", "H", "H", "H", "H", "H", "H", "H", "H", "C", "C", "C", "O", "C", "N", "H", "H", "H", "H", "H", "H", "H", "H", "H", "H", "H", "C", "C", "C", "O", "C", "N", "H", "H", "H", "H", "H", "H", "H", "H", "H", "H", "H", "O", "H", "H", "C", "O", "H", "H", "H", "H", "C", "O", "H", "H", "H", "H", "C", "O", "H", "H", "H", "H"], "positions_angstrom": [[0.05677, -1.15699, -3.31210], [-0.05450, -1.19722, -2.09240], [0.29515, -0.26620, -1.18798], [-0.06096, -0.71006, 0.16800], [-0.61482, -2.05231, -0.04780], [-0.59650, -2.41829, -1.31047], [-0.98811, -3.50953, -1.71189], [-1.03147, 0.19508, 0.80158], [-0.58020, 0.65332, 1.94378], [-1.07854, 1.49224, 2.64450], [0.88688, 0.08731, 2.03546], [1.08421, -0.76455, 1.09430], [1.73393, 0.42867, 2.87722], [-4.19756, 0.39956, 2.27242], [-5.11484, -0.34032, 1.36821], [-4.28598, -1.04966, 0.29489], [-5.10743, -1.99371, -0.42499], [-4.27433, -2.85557, -1.14597], [-6.01195, -1.28648, 2.03021], [-3.56014, -0.32700, 2.77830], [-4.82791, 0.91301, 2.99999], [-3.60580, 1.16117, 1.76800], [-5.77536, 0.34222, 0.82979], [-3.41818, -1.50801, 0.77409], [-3.89122, -0.31043, -0.40546], [-3.71422, -3.56727, -0.53440], [-3.52575, -2.25150, -1.66228], [-4.84651, -3.51151, -1.80211], [-5.58098, -1.71384, 2.83990], [-6.12453, -2.03428, 1.35802], [-2.22644, 3.59315, 4.69652], [-2.87324, 4.79009, 5.47814], [-4.24455, 5.25137, 4.95796], [-4.34012, 5.68779, 3.61438], [-3.53259, 6.79414, 3.37414], [-2.93075, 4.46886, 6.92502], [-2.06629, 3.80171, 3.63834], [-2.81031, 2.67229, 4.68197], [-1.28153, 3.41802, 5.21055], [-2.30021, 5.71797, 5.43059], [-4.67855, 6.02939, 5.58925], [-4.95744, 4.42459, 4.93149], [-3.86311, 7.16118, 2.40327], [-2.45622, 6.61316, 3.39409], [-3.65467, 7.56582, 4.13808], [-3.78597, 3.93510, 7.01336], [-2.14995, 3.88622, 7.19223], [3.04653, 2.33189, 5.41562], [3.21639, 0.98098, 6.08460], [3.43691, 0.99637, 7.58713], [4.63740, 1.72789, 7.77677], [5.06986, 1.71256, 9.12391], [1.98637, 0.34438, 5.69154], [2.13137, 2.81137, 5.76483], [2.98880, 2.25873, 4.32990], [3.83613, 3.05367, 5.62940], [4.07691, 0.41136, 5.72420], [3.58121, 0.00569, 8.02082], [2.59748, 1.55641, 8.00567], [4.86706, 0.73815, 9.56969], [4.56532, 2.51605, 9.66483], [6.12328, 1.99066, 9.15546], [1.71909, 0.61312, 4.75268], [1.99497, -0.66661, 5.69106], [1.83928, 1.91627, -3.77821], [3.03877, 0.94221, -3.95053], [3.47052, 0.21755, -2.65878], [4.73535, -0.43783, -2.87603], [5.86364, 0.46669, -3.07184], [2.61308, -0.10940, -4.85528], [1.50102, 2.26237, -4.75530], [1.99483, 2.80724, -3.16868], [0.97608, 1.43729, -3.31311], [3.87149, 1.55222, -4.30086], [2.63476, -0.38533, -2.30725], [3.65593, 1.00247, -1.92097], [5.91947, 1.13954, -2.21396], [5.84678, 1.09943, -3.95944], [6.77920, -0.12289, -3.08689], [1.76874, -0.43730, -4.39909], [3.22093, -0.91485, -4.77387], [4.66917, 1.99300, 1.23830], [3.96352, 2.92486, 0.30618], [2.46623, 2.64442, 0.14752], [1.81162, 3.61927, -0.66484], [0.40855, 3.47623, -0.57441], [4.24457, 4.25798, 0.79284], [4.66184, 0.96758, 0.86454], [4.04854, 1.95141, 2.13494], [5.69657, 2.29236, 1.43887], [4.32022, 2.90678, -0.72612], [1.95846, 2.56222, 1.11227], [2.25619, 1.69796, -0.35645], [-0.00846, 2.47004, -0.52032], [-0.10558, 4.07844, -1.32276], [0.19799, 4.00353, 0.35986], [3.98880, 4.31739, 1.77217], [3.46749, 4.79737, 0.42651], [-2.57530, 5.28886, 0.30930], [-3.61994, 4.17803, 0.15680], [-2.97789, 2.92123, -0.46576], [-2.60532, 3.10206, -1.82174], [-2.40022, 1.93189, -2.60900], [-4.14085, 3.84109, 1.50676], [-2.02078, 5.44601, -0.61621], [-1.87880, 5.00947, 1.10203], [-3.08052, 6.18477, 0.66880], [-4.35218, 4.67531, -0.48056], [-3.65365, 2.06802, -0.37778], [-2.12927, 2.70079, 0.18623], [-1.87640, 2.07504, -3.55353], [-3.39460, 1.55089, -2.84936], [-1.82594, 1.18560, -2.05732], [-4.26542, 4.61109, 2.15482], [-3.54982, 3.20328, 2.02296], [-2.40284, -7.01650, -7.09177], [-1.91763, -7.28267, -5.68805], [-2.40674, -6.25128, -4.68313], [-2.20951, -4.90522, -5.13467], [-3.06131, -4.01341, -4.46694], [-2.30952, -8.62983, -5.28356], [-3.48980, -7.07906, -7.16000], [-1.96137, -7.69072, -7.82573], [-2.08261, -6.02681, -7.41902], [-0.82687, -7.24273, -5.66939], [-2.04262, -6.41862, -3.66789], [-3.48575, -6.42572, -4.64271], [-2.85158, -3.93887, -3.39868], [-4.11357, -4.25104, -4.63401], [-2.87372, -3.02600, -4.89005], [-3.31900, -8.64695, -5.24075], [-1.80964, -8.82544, -4.42776], [1.18794, -4.56222, -4.75119], [1.14542, -3.45171, -5.79457], [1.27692, -4.03494, -7.21595], [2.62112, -4.45452, -7.57972], [3.56397, -3.42581, -7.71363], [-0.12350, -2.78206, -5.73704], [2.11111, -5.11106, -4.94919], [0.43969, -5.34721, -4.86740], [1.05784, -4.10346, -3.77130], [1.86684, -2.68729, -5.50455], [1.08804, -3.25555, -7.95685], [0.58835, -4.85689, -7.40965], [3.84530, -2.89125, -6.80434], [3.28608, -2.65635, -8.43804], [4.50526, -3.80431, -8.11383], [-0.84902, -3.48216, -5.82687], [-0.24602, -2.42656, -4.79704], [-1.87485, -6.05909, -0.16603], [-1.00242, -6.13219, 0.22828], [-1.78700, -5.35116, -0.80774], [0.78124, 4.60799, 3.50844], [1.91775, 5.24612, 2.89487], [-0.03022, 5.33749, 3.48802], [0.48925, 3.84475, 2.78561], [0.97482, 4.23445, 4.51108], [1.58131, 5.80829, 2.19327], [3.96102, -1.89016, 2.49403], [4.64618, -3.13363, 2.35123], [3.73754, -1.45941, 1.51656], [2.98515, -2.07188, 2.94655], [4.51095, -1.11990, 3.03281], [4.23887, -3.56899, 1.59879], [1.12495, -4.81859, 1.45502], [0.57789, -6.10896, 1.60058], [2.02588, -4.63186, 2.04169], [1.42440, -4.68084, 0.41579], [0.35629, -4.10540, 1.75542], [0.81875, -6.35413, 2.49729]], "atomic_forces_ev_per_a": [[-0.1, 0.5, 2.7], [0.5, -0.1, -1.5], [-0.2, -0.4, -1.2], [-0.4, -0.6, -0.3], [-0.1, -0.3, 0.4], [-1.0, -1.6, 0.2], [0.9, 2.1, 0.1], [-0.6, -0.4, -0.5], [1.3, 1.0, 0.0], [0.1, -0.7, -0.2], [1.6, 1.6, 3.6], [-0.1, -0.4, -1.2], [-2.1, -0.7, -2.2], [-0.4, 0.3, 0.8], [-0.5, -0.6, -1.6], [-0.6, 0.1, 0.0], [0.6, 0.4, 0.7], [0.4, -0.5, -0.2], [0.2, 0.0, 0.3], [0.2, 0.2, 0.1], [0.2, 0.1, 0.3], [0.1, -0.3, -0.1], [0.0, 0.3, 0.0], [0.0, -0.6, 0.0], [0.1, 0.1, -0.2], [0.1, 0.2, 0.6], [0.0, -0.2, -0.6], [-0.2, 0.5, -0.3], [0.2, 0.1, 0.1], [-0.4, -0.2, 0.0], [-0.4, 1.3, 0.1], [0.3, -0.3, -0.3], [-1.1, -1.2, 0.2], [0.8, 0.0, 0.8], [0.1, 0.9, -0.3], [-1.1, 0.6, -0.8], [0.3, 0.2, 0.1], [-0.3, 0.1, 0.5], [0.1, -0.3, -0.4], [0.8, -0.3, -0.3], [0.2, 0.1, 0.3], [0.0, -0.3, 0.5], [0.4, 0.3, 0.1], [0.1, -0.5, -0.4], [-0.4, 0.2, 0.1], [0.1, -0.4, 0.6], [0.0, -0.1, -0.1], [1.1, 1.2, 0.5], [-0.1, -0.6, -0.8], [0.0, 1.4, -0.6], [0.4, -0.2, 0.3], [-0.2, 0.7, -0.5], [-1.1, -1.0, 0.6], [-0.2, -0.2, 0.1], [-0.1, -0.3, 0.0], [0.2, -0.2, 0.1], [0.3, 0.3, -0.5], [-0.5, -0.2, -0.1], [-0.2, -0.3, 0.6], [0.2, 0.0, 0.3], [-0.3, -0.2, 0.4], [0.1, -0.4, -0.1], [0.1, 0.0, 0.2], [0.2, -0.1, 0.2], [0.0, -0.2, 0.2], [-0.9, 0.0, 1.0], [1.2, 2.8, -0.4], [0.2, 0.0, -0.4], [-0.9, -0.4, 0.9], [-0.3, 0.0, -0.7], [0.1, -0.1, -0.1], [0.6, -0.1, 0.1], [0.0, -0.4, 0.0], [0.1, -0.3, -0.4], [0.6, -0.7, 0.0], [-0.1, 0.0, 0.5], [0.0, 0.1, 0.2], [-0.4, -0.3, -0.2], [-0.2, -0.2, 0.0], [-0.5, -0.1, -0.5], [0.5, 0.1, -0.1], [-0.6, -1.3, -0.2], [-0.3, 0.4, -0.8], [-0.6, -0.5, -0.1], [0.7, -0.4, -0.5], [0.0, 1.5, 1.1], [-1.0, 1.1, 0.0], [0.2, -0.1, -0.1], [0.4, 0.1, 0.4], [-0.2, 0.1, 0.1], [0.5, -0.3, 0.0], [0.1, 0.3, 0.4], [0.5, -0.4, 0.1], [0.4, -0.2, -0.3], [0.3, -0.3, -0.4], [-0.8, -0.3, 0.4], [0.3, -0.3, 0.5], [0.2, 0.7, -0.5], [0.3, -0.4, 0.2], [1.0, 0.6, 0.9], [-0.6, -0.1, 0.1], [0.6, 0.9, -0.3], [-0.7, -0.3, 0.9], [-0.6, -0.6, -0.9], [-0.1, 0.3, 0.0], [0.2, -0.1, 0.0], [0.1, 0.2, -0.4], [-0.7, -0.8, 0.0], [-0.3, 0.0, 0.0], [0.4, -0.2, -0.1], [0.1, 0.8, 0.2], [0.0, -0.5, -0.1], [0.0, -0.1, 0.1], [0.0, 0.2, -0.6], [0.3, -0.2, -0.4], [0.3, 0.6, -0.5], [0.8, 0.0, 0.0], [-1.1, 0.5, -0.7], [0.1, -1.1, 0.3], [0.1, 0.8, -0.1], [0.7, 0.6, -0.5], [-0.1, 0.0, 0.0], [-0.1, -0.3, 0.3], [-0.3, 0.2, 0.1], [0.2, -0.1, -0.2], [0.4, 0.1, 0.0], [-0.4, 0.1, 0.2], [0.0, -0.2, 0.1], [-0.1, -0.2, 0.0], [0.0, 0.0, 0.0], [0.0, -0.4, 0.7], [-0.7, -0.4, 0.3], [0.8, -0.4, -0.6], [-0.9, -1.1, 0.0], [1.9, 1.6, -0.6], [-0.3, -0.7, 0.6], [0.4, 0.5, -0.3], [-1.1, 0.6, -0.3], [0.5, 0.1, 0.9], [-0.5, 0.4, -0.2], [0.4, -0.4, 0.2], [0.5, -0.2, -0.6], [-0.7, 0.3, 0.2], [0.2, -0.2, 0.3], [-0.4, -0.1, 0.4], [-0.6, 0.1, -0.1], [-0.1, -0.6, 0.1], [-0.1, -0.1, -0.1], [0.0, 0.2, -0.1], [-0.3, -0.2, -0.1], [0.2, -0.1, 0.3], [0.1, 0.3, -0.1], [-0.2, 0.7, -1.8], [0.4, 0.0, 0.8], [-0.2, -0.1, 0.6], [-0.3, -0.7, 0.7], [0.3, 0.1, -0.3], [0.0, 0.0, 0.0], [-0.8, -0.1, -0.7], [0.3, 0.3, 0.2], [0.1, 0.1, -0.1], [0.0, 0.3, 0.4], [0.3, -0.5, 0.3], [0.1, -0.1, 0.0], [-0.1, 0.8, -0.4], [0.6, -0.5, 0.4], [0.0, -0.3, 0.3], [-0.3, 0.1, -0.1], [0.2, 0.4, -0.3], [-0.4, -0.5, 0.0]], "mulliken_charge": [-0.770, 0.527, 0.993, 0.378, -1.439, 0.057, -0.141, 0.936, -0.096, -0.347, -0.346, -0.408, 0.180, -0.493, 0.260, 0.030, -0.566, -0.499, -0.829, 0.451, 0.306, -0.534, 0.311, -0.039, 0.162, 0.353, 0.080, 0.334, 0.282, 0.354, -0.176, 0.679, -1.177, -0.403, -0.627, -0.773, -0.574, 0.385, 0.175, 0.108, 0.316, 0.467, 0.300, 0.069, 0.398, 0.311, 0.302, -0.999, 0.948, -0.944, -0.316, -0.724, -0.748, 0.216, -0.265, 0.481, 0.165, 0.471, 0.295, 0.305, 0.277, 0.230, 0.154, 0.317, -1.398, 0.200, 1.592, -0.450, -0.644, -0.640, 0.456, 0.392, 0.006, 0.432, -0.395, -0.821, 0.158, 0.291, 0.339, 0.157, 0.266, -0.919, 0.233, 2.072, -0.659, -0.064, -0.896, 0.203, -0.165, 0.454, 0.159, -0.593, -0.627, -0.285, 0.314, 0.060, 0.283, 0.297, -0.924, 0.256, 0.933, -0.470, -0.575, -0.470, 0.402, -0.113, 0.304, 0.322, 0.012, -0.593, 0.290, 0.441, 0.015, 0.618, -0.360, -1.485, 0.606, -1.020, -0.163, -1.079, -0.671, 0.358, 0.383, 0.278, 0.160, 0.352, 0.560, 0.266, 0.447, 0.368, 0.292, 0.293, -0.799, 2.293, -0.906, -0.410, -0.599, -0.638, 0.506, -0.179, 0.095, -1.199, 0.517, 0.040, 0.170, 0.313, 0.302, 0.462, 0.134, -0.703, 0.326, 0.315, -0.204, -0.579, 0.221, 0.148, 0.070, 0.302, -0.099, -0.605, -0.060, 0.231, 0.230, 0.317, -0.338, -0.592, 0.362, 0.073, 0.191, 0.323], "lumo_ev": 1.69, "homo_energy_ev": -6.69, "total_energy_ev": -95646.1873, "total_charge": -1, "orbital_gap_ev": 8.374, "multiplicity": 1}